The following is a quantum chemistry calculation of C42H39ClHoN4O4S4 as an isolated structure in a non-equilibrium geometry, from the OMol25 dataset.

Geometry as XYZ:
```
95
Properties=species:S:1:pos:R:3:forces:R:3
Ho 0.150 -1.182 0.510 -2.308 -0.607 1.089
O 1.428 -0.565 2.180 0.074 0.463 -0.082
S 2.106 -0.558 3.511 -0.525 0.484 0.964
C 0.747 -1.132 4.636 0.201 0.253 -0.324
C -0.415 -0.159 4.566 -0.102 0.080 -0.109
C -1.774 -0.754 4.950 0.293 -0.036 -0.174
C -2.885 -0.056 4.182 0.176 -0.104 -0.385
S -3.027 -0.697 2.428 -0.498 -0.324 1.109
O -1.620 -0.933 1.952 0.077 -0.044 0.119
C -3.679 -2.291 2.950 -0.034 0.225 -0.360
C -5.052 -2.323 3.150 0.105 0.109 -0.072
C -5.634 -3.463 3.667 0.068 -0.054 0.051
C -4.837 -4.555 3.982 -0.007 0.032 0.001
C -3.474 -4.528 3.731 -0.002 -0.048 -0.076
C -2.877 -3.394 3.196 0.059 0.066 -0.095
C 2.041 1.209 3.937 0.275 -0.237 -0.258
C 1.420 2.070 3.046 -0.144 -0.240 -0.256
C 1.300 3.411 3.368 0.029 -0.013 0.181
C 1.812 3.880 4.568 0.008 0.049 0.022
C 2.486 3.022 5.424 -0.025 -0.028 0.036
C 2.610 1.679 5.108 -0.058 -0.209 -0.082
H 1.154 -1.276 5.634 0.120 -0.012 0.080
H 0.471 -2.096 4.197 0.182 -0.001 0.037
H -0.486 0.167 3.523 0.073 0.109 0.304
H -0.217 0.720 5.183 0.007 0.004 -0.078
H -1.943 -0.647 6.022 -0.115 -0.046 -0.030
H -1.798 -1.821 4.724 0.001 0.006 0.136
H -2.706 1.019 4.121 -0.060 0.028 -0.092
H -3.864 -0.233 4.623 -0.115 0.039 -0.149
H -5.644 -1.453 2.902 -0.164 0.058 -0.003
H -6.699 -3.501 3.822 -0.164 -0.009 0.060
H -5.285 -5.431 4.421 -0.052 -0.150 -0.004
H -2.869 -5.398 3.942 0.050 -0.023 0.019
H -1.819 -3.382 2.960 0.016 0.075 0.004
H 1.032 1.684 2.108 0.110 0.103 0.106
H 0.801 4.087 2.689 -0.013 0.035 -0.063
H 1.696 4.920 4.837 0.039 0.078 -0.014
H 2.911 3.394 6.342 0.045 0.054 0.097
H 3.134 0.997 5.761 0.097 -0.034 0.186
C 4.968 2.837 -5.291 0.041 -0.042 -0.035
C 4.293 2.085 -4.191 -0.110 -0.152 0.130
C 4.975 1.166 -3.400 -0.089 -0.023 0.003
C 4.315 0.441 -2.419 -0.009 -0.174 0.212
C 2.964 0.655 -2.228 -0.253 -0.282 0.313
C 2.263 1.569 -2.995 -0.094 0.132 -0.036
C 2.931 2.282 -3.970 -0.055 -0.102 0.082
S 1.990 -0.242 -1.051 1.208 0.304 -1.407
O 1.225 0.749 -0.271 0.275 0.357 -0.314
O 2.755 -1.136 -0.198 0.406 0.277 -0.363
N 0.837 -1.076 -1.748 0.304 1.205 0.461
C 1.025 -2.376 -2.160 0.370 -1.137 -0.570
C 2.112 -2.849 -2.869 -0.542 0.343 0.360
C 2.151 -4.177 -3.303 -0.156 -0.388 -0.044
C 1.113 -5.039 -3.064 0.205 0.100 -0.069
C -0.003 -4.613 -2.315 -0.058 0.465 0.276
C -1.106 -5.433 -1.996 -0.174 0.202 0.106
C -2.130 -4.930 -1.238 0.164 -0.124 -0.107
C -2.020 -3.634 -0.722 0.143 0.450 -0.054
N -1.016 -2.825 -0.991 -0.103 -0.238 -0.141
C -0.033 -3.282 -1.820 0.362 -0.181 -0.368
H 6.045 2.869 -5.148 0.069 0.062 -0.036
H 4.573 3.849 -5.351 0.074 0.095 -0.050
H 4.764 2.353 -6.247 0.042 0.010 -0.047
H 6.030 1.007 -3.562 0.151 -0.027 0.009
H 4.824 -0.282 -1.797 0.148 -0.037 0.004
H 1.209 1.703 -2.798 -0.130 0.148 -0.155
H 2.403 2.994 -4.584 -0.105 0.092 -0.034
H 2.926 -2.173 -3.086 0.087 0.007 -0.097
H 3.019 -4.515 -3.847 0.057 -0.087 -0.089
H 1.144 -6.052 -3.433 0.003 -0.118 -0.021
H -1.132 -6.450 -2.354 -0.013 -0.141 -0.093
H -3.006 -5.515 -1.010 -0.034 -0.111 0.070
H -2.780 -3.234 -0.061 -0.051 -0.072 0.072
Cl 0.411 -3.311 1.778 0.215 -1.128 0.296
S -2.506 4.362 -2.673 0.121 -0.028 -0.322
C -2.137 2.798 -1.932 0.115 -0.097 0.167
C -2.210 2.734 -0.542 -0.032 -0.028 -0.158
C -1.920 1.544 0.090 -0.147 -0.120 -0.052
N -1.613 0.416 -0.557 0.136 0.217 -0.069
C -1.595 0.474 -1.892 -0.121 -0.081 -0.190
C -1.820 1.630 -2.619 -0.123 0.128 0.185
C -1.190 4.473 -3.888 -0.328 0.004 0.395
C -1.234 3.784 -5.088 0.155 0.118 -0.068
C -0.145 3.910 -5.940 -0.357 -0.242 -0.051
N 0.901 4.669 -5.673 0.471 0.108 -0.383
C 0.906 5.366 -4.551 -0.058 0.169 0.310
C -0.113 5.301 -3.611 0.089 -0.047 -0.176
H -2.469 3.617 0.022 0.037 0.054 0.139
H -1.944 1.493 1.173 0.105 0.019 0.013
H -1.385 -0.457 -2.404 0.022 0.119 0.046
H -1.757 1.601 -3.696 -0.036 -0.013 -0.035
H -2.089 3.188 -5.362 -0.086 -0.085 -0.030
H -0.111 3.379 -6.881 -0.085 -0.094 -0.085
H 1.770 5.999 -4.395 0.047 0.071 0.114
H -0.070 5.877 -2.700 0.011 0.009 0.092
```
Forces are in eV/Å.

Properties
2S+1: 5
Charge: +1
Expectation value of S²: 6.00
DFT total energy, eV: -139997.5084

***

The following is a quantum chemistry calculation of C42H39ClN4O7S3Ta as an isolated structure in a non-equilibrium geometry, from the OMol25 dataset.

Geometry as XYZ:
```
97
Properties=species:S:1:pos:R:3:forces:R:3
Ta -0.497 1.114 0.339 1.450 -1.180 0.282
O 0.515 0.386 4.768 0.083 -0.171 -0.072
S -0.494 0.519 3.755 0.008 0.156 -0.062
O -1.699 1.209 4.091 0.038 0.075 0.164
N 0.240 1.206 2.373 -0.464 0.205 0.147
C 0.911 2.432 2.715 0.151 -0.125 -0.110
C 1.461 2.798 3.925 0.060 0.013 0.026
C 1.989 4.089 4.145 0.005 -0.008 0.007
C 2.004 5.036 3.171 0.006 -0.020 -0.023
C 1.501 4.695 1.897 0.258 -0.079 -0.090
C 1.526 5.587 0.813 -0.009 0.015 -0.007
C 1.046 5.200 -0.411 0.002 -0.005 0.006
C 0.503 3.925 -0.537 0.026 0.046 0.051
N 0.469 3.059 0.465 -0.308 0.387 0.073
C 0.986 3.399 1.679 -0.304 0.053 0.159
C -0.938 -1.143 3.370 -0.262 0.037 -0.087
C -0.357 -1.890 2.375 0.204 -0.112 0.067
C -0.670 -3.240 2.260 0.005 0.022 0.016
C -1.579 -3.819 3.130 -0.011 0.017 0.029
C -2.174 -3.048 4.124 0.019 -0.034 -0.012
C -1.851 -1.710 4.256 -0.084 0.011 -0.065
H 1.482 2.113 4.751 -0.014 -0.016 -0.019
H 2.381 4.311 5.128 0.002 0.004 -0.002
H 2.399 6.029 3.341 -0.005 0.002 0.002
H 1.927 6.582 0.961 -0.001 0.000 0.002
H 1.050 5.862 -1.264 -0.002 -0.001 -0.001
H 0.061 3.612 -1.470 -0.008 -0.002 -0.003
H 0.384 -1.447 1.730 -0.069 0.011 0.032
H -0.175 -3.849 1.512 0.000 0.005 -0.004
H -1.818 -4.872 3.047 -0.001 -0.002 0.002
H -2.884 -3.496 4.806 0.003 -0.005 0.001
H -2.304 -1.107 5.031 0.005 0.029 -0.022
C -2.427 0.063 -3.197 0.054 -0.012 0.001
C -3.509 -0.140 -2.173 -0.016 0.003 -0.003
C -4.831 0.129 -2.487 -0.003 0.007 0.005
C -5.836 -0.087 -1.555 -0.007 0.002 -0.013
C -5.520 -0.607 -0.317 0.022 -0.003 0.014
C -4.205 -0.907 0.037 -0.010 0.051 -0.016
C -3.961 -1.557 1.371 0.020 0.040 0.004
C -3.209 -0.626 -0.895 0.035 0.081 -0.077
N -1.792 -0.865 -0.645 -0.052 -0.155 0.289
C -1.418 -2.087 -0.724 0.099 -0.009 -0.147
C -2.341 -3.248 -0.941 0.008 -0.014 -0.021
C 0.061 -2.396 -0.767 -0.023 -0.003 0.047
C 0.443 -3.760 -1.274 -0.014 -0.012 0.016
N 0.885 -1.484 -0.443 -0.025 0.020 -0.114
C 2.262 -1.672 -0.806 -0.071 0.002 0.071
C 3.239 -1.781 0.193 0.080 -0.030 0.013
C 2.885 -1.822 1.651 0.022 -0.022 0.020
C 4.571 -1.878 -0.195 -0.017 -0.021 0.017
C 4.934 -1.869 -1.532 -0.019 0.000 -0.023
C 3.954 -1.781 -2.503 0.001 -0.011 0.027
C 2.607 -1.688 -2.164 0.072 -0.038 -0.039
C 1.605 -1.607 -3.286 -0.035 0.003 -0.021
H -2.794 0.667 -4.026 -0.016 -0.008 -0.011
H -2.086 -0.892 -3.611 -0.011 -0.009 0.004
H -1.555 0.552 -2.762 -0.072 -0.014 -0.030
H -5.072 0.514 -3.470 -0.003 0.000 0.000
H -6.864 0.139 -1.803 0.002 0.003 0.000
H -6.304 -0.798 0.406 0.000 0.001 0.000
H -4.598 -2.439 1.470 0.011 0.002 0.002
H -4.217 -0.873 2.181 0.006 0.026 -0.002
H -2.929 -1.864 1.515 0.033 0.018 0.002
H -3.380 -2.947 -0.988 0.018 -0.009 -0.006
H -2.218 -3.958 -0.120 0.009 -0.001 0.003
H -2.088 -3.771 -1.864 0.009 -0.008 -0.012
H 0.142 -3.888 -2.315 0.007 0.007 -0.006
H -0.078 -4.528 -0.703 -0.005 -0.005 -0.001
H 1.513 -3.924 -1.196 -0.002 0.004 0.001
H 2.397 -0.902 1.977 0.005 0.008 -0.023
H 3.783 -1.958 2.253 0.004 0.015 -0.001
H 2.215 -2.654 1.875 0.015 0.001 -0.003
H 5.330 -1.969 0.572 -0.002 -0.001 -0.003
H 5.976 -1.943 -1.814 -0.001 -0.004 -0.001
H 4.229 -1.781 -3.552 0.000 0.001 -0.002
H 2.009 -1.006 -4.101 0.000 -0.010 0.008
H 0.653 -1.166 -2.988 0.017 -0.014 0.012
H 1.403 -2.599 -3.696 0.004 -0.001 0.005
Cl 4.723 2.140 -5.039 -0.012 0.000 0.007
C 3.402 1.875 -3.957 0.043 -0.007 0.018
C 2.096 1.934 -4.433 -0.041 -0.001 0.011
C 1.027 1.698 -3.585 0.053 0.040 -0.064
C 1.266 1.406 -2.247 0.015 0.203 0.216
O 0.243 1.168 -1.417 -0.228 -0.147 -0.829
C 2.576 1.384 -1.760 0.033 0.062 0.047
C 2.858 1.110 -0.357 0.019 0.144 -0.095
O 2.021 0.995 0.526 -0.221 -0.104 -0.094
C 3.646 1.605 -2.625 -0.005 0.022 -0.058
H 1.923 2.161 -5.477 -0.008 -0.004 0.000
H 0.010 1.729 -3.952 0.007 0.003 0.010
H 3.921 1.042 -0.091 -0.014 -0.027 0.025
H 4.662 1.560 -2.254 -0.001 0.004 0.008
O -2.045 3.042 2.081 -0.149 0.213 0.139
S -2.862 2.118 1.354 -0.206 0.015 0.001
O -2.176 0.706 1.376 -0.077 0.281 0.287
O -4.251 2.002 1.605 -0.049 -0.031 -0.112
S -2.300 2.441 -0.615 -0.094 0.124 0.012
```
Forces are in eV/Å.

Properties
2S+1: 1
Charge: +1
DFT total energy, eV: -111057.5461

***

The following is a quantum chemistry calculation of C42H39CrN3O3P2S as an isolated structure, from the OMol25 dataset.

Geometry as XYZ:
```
91
Properties=species:S:1:pos:R:3:forces:R:3
Cr 0.489 0.303 1.210 0.041 0.158 -0.289
O 3.095 -4.428 0.644 -0.048 0.086 0.001
C 1.813 -4.689 0.334 0.038 -0.011 -0.002
C 1.531 -5.960 -0.170 0.002 0.034 0.015
C 0.242 -6.302 -0.517 -0.044 -0.030 -0.017
C -0.805 -5.391 -0.374 0.062 0.017 0.020
C -0.533 -4.134 0.117 -0.006 -0.011 0.006
C 0.768 -3.759 0.476 0.058 0.013 0.025
C 1.001 -2.390 0.950 -0.160 -0.221 -0.113
O 0.005 -1.553 0.906 0.163 0.127 -0.013
N 2.181 -2.031 1.377 0.004 0.284 0.111
N 2.152 -0.675 1.686 0.049 -0.203 -0.093
C 3.261 -0.126 2.041 0.104 0.049 0.073
C 3.405 1.264 2.371 0.050 -0.167 -0.027
C 4.689 1.750 2.676 -0.026 0.090 0.011
C 4.877 3.058 3.051 -0.031 -0.021 -0.017
C 3.768 3.904 3.149 -0.020 0.018 0.007
C 2.495 3.451 2.872 0.150 -0.042 -0.028
C 2.298 2.128 2.468 -0.240 0.075 -0.070
O 1.052 1.722 2.223 -0.004 0.010 0.161
H 3.155 -3.512 0.985 -0.014 -0.028 0.001
H 2.349 -6.659 -0.274 0.012 -0.009 -0.002
H 0.043 -7.294 -0.902 0.002 -0.009 -0.003
H -1.814 -5.668 -0.644 -0.029 -0.010 -0.004
H -1.323 -3.407 0.239 -0.022 0.023 -0.002
H 4.136 -0.772 2.088 -0.020 0.030 0.037
H 5.532 1.074 2.612 0.020 -0.032 -0.004
H 5.866 3.428 3.278 0.018 0.004 0.004
H 3.906 4.933 3.453 0.011 0.020 0.007
H 1.634 4.098 2.958 -0.031 0.016 0.005
C -3.114 2.795 -4.556 0.014 -0.024 -0.036
S -4.285 2.007 -3.432 -0.006 0.041 0.004
C -3.230 0.709 -2.755 0.015 -0.017 0.008
C -2.072 1.232 -1.918 -0.064 -0.004 -0.052
C -1.323 0.096 -1.232 -0.057 0.092 0.072
N -0.187 0.610 -0.478 0.144 -0.077 -0.013
P -1.621 0.343 2.647 0.107 -0.100 -0.150
C -2.945 1.185 1.791 -0.058 0.078 0.089
C -2.818 2.579 1.734 -0.038 0.028 -0.017
C -3.771 3.347 1.086 0.038 -0.041 -0.014
C -4.853 2.731 0.473 0.008 -0.025 -0.034
C -4.981 1.347 0.507 0.028 -0.009 -0.022
C -4.036 0.574 1.160 0.036 0.009 0.014
C -2.176 -1.213 3.287 0.038 -0.074 -0.001
C -1.172 -2.159 3.554 0.026 -0.042 0.044
C -1.493 -3.397 4.075 -0.047 0.054 0.002
C -2.819 -3.700 4.362 -0.003 -0.052 0.012
C -3.818 -2.757 4.150 0.012 0.040 -0.014
C -3.503 -1.518 3.622 0.012 0.030 0.036
P 1.347 1.049 -0.906 -0.277 -0.283 0.090
C 1.272 2.420 -2.070 0.087 0.134 0.126
C 1.644 2.259 -3.400 0.010 -0.013 -0.029
C 1.473 3.310 -4.290 0.004 -0.001 0.006
C 0.944 4.515 -3.853 -0.002 -0.006 0.035
C 0.589 4.681 -2.519 0.010 0.005 -0.041
C 0.758 3.638 -1.625 -0.039 -0.011 0.049
C 2.312 -0.292 -1.623 0.032 -0.016 -0.073
C 1.766 -1.490 -2.076 -0.010 -0.034 0.052
C 2.598 -2.536 -2.450 0.011 0.034 0.012
C 3.975 -2.387 -2.384 -0.009 0.006 0.001
C 4.527 -1.191 -1.943 -0.014 -0.007 0.005
C 3.700 -0.151 -1.551 0.028 -0.003 -0.037
H -3.682 3.470 -5.193 -0.021 0.014 0.019
H -2.640 2.046 -5.189 0.004 -0.012 -0.023
H -2.351 3.368 -4.031 -0.007 0.000 0.036
H -2.869 0.085 -3.576 0.015 -0.006 0.005
H -3.890 0.087 -2.147 -0.024 0.009 0.025
H -2.448 1.922 -1.160 -0.021 0.028 0.046
H -1.384 1.796 -2.552 0.017 -0.023 0.017
H -0.984 -0.643 -1.962 -0.027 0.056 -0.040
H -1.987 -0.427 -0.539 0.041 0.016 0.006
H -1.972 3.060 2.212 0.015 -0.008 0.006
H -3.669 4.423 1.057 -0.003 0.017 0.000
H -5.592 3.325 -0.046 -0.025 0.018 -0.007
H -5.819 0.870 0.017 -0.011 0.000 -0.015
H -4.134 -0.503 1.161 -0.002 -0.052 0.036
H -0.136 -1.924 3.339 -0.060 -0.005 0.049
H -0.715 -4.124 4.262 0.024 -0.020 -0.002
H -3.074 -4.669 4.768 -0.001 -0.007 0.008
H -4.842 -2.986 4.408 -0.016 -0.006 -0.001
H -4.280 -0.777 3.501 -0.040 0.039 -0.062
H 2.057 1.319 -3.744 0.000 -0.024 0.007
H 1.753 3.185 -5.327 0.011 -0.008 -0.021
H 0.815 5.331 -4.550 -0.005 0.018 -0.018
H 0.188 5.625 -2.178 -0.005 0.010 0.009
H 0.479 3.763 -0.585 0.005 -0.018 0.011
H 0.696 -1.637 -2.108 0.005 0.007 0.004
H 2.166 -3.471 -2.778 -0.010 -0.020 -0.011
H 4.620 -3.208 -2.666 0.016 -0.019 -0.009
H 5.601 -1.076 -1.889 0.008 0.006 0.004
H 4.136 0.770 -1.177 -0.006 0.020 -0.003
```
Forces are in eV/Å.

Properties
2S+1: 4
Charge: +1
Expectation value of S²: 3.90
DFT total energy, eV: -112629.4037

***

Question: The highest 2S+1 belongs to which entry?
Answer: C42H39ClHoN4O4S4